1.
24
Properties=species:S:1:pos:R:3:mulliken_charge:R:1 method="wB97M-V/def2-TZVPD" max_force_ev_per_a=1.6 energy_ha=-442.77833 smiles="C=CC[C@H](C)NCO.O" charge=0 homo_energy_ha=-0.3301
H -1.73867 0.36942 1.94042 0.2497
H 1.50075 -2.59724 -0.42790 0.3023
H -1.26307 0.47174 -2.84627 0.1988
H 2.82021 -1.78869 -0.62638 0.2892
H 1.61070 -0.05288 -1.97545 0.3165
H -0.19250 -0.71726 -3.60225 0.2819
H -1.94685 2.18121 -1.23493 0.3724
H 0.45483 2.19901 -0.64122 0.3086
C 0.40570 1.11311 -0.60648 -0.4519
H 0.16100 -0.08146 3.12209 0.3180
H -0.60613 -2.05417 1.85005 0.2940
H -1.31222 -0.07390 -0.56159 0.2926
O 0.21504 -1.62507 1.68165 -0.4602
H 1.15833 0.08074 1.69701 0.3193
C -0.26836 0.02668 -2.83270 -0.8355
C -1.91126 1.97776 -0.17274 -1.5108
C 0.18515 -0.25211 2.04583 -0.5991
O 2.33926 -2.35018 -0.03247 -0.5997
C 0.62876 0.41220 -1.94167 -0.1630
H -1.36435 2.85995 0.17352 0.3873
C -0.98622 0.77045 0.05367 0.4100
H 1.21145 0.70548 -0.02824 0.1514
H -2.81520 1.86775 0.41828 0.3809
N -0.86391 0.52283 1.47369 -0.2527

=====

2.
34
Properties=species:S:1:pos:R:3:mulliken_charge:R:1 method="wB97M-V/def2-TZVPD" max_force_ev_per_a=4.0 energy_ha=-2525.13343 charge=+1 homo_energy_ha=-0.4567
C -0.12466 -4.09573 12.84866 -0.4580
F -0.42969 -6.05987 10.93371 -0.3344
H -0.21776 -4.40859 15.00731 0.2782
N 0.90316 -7.07564 14.70533 -0.3883
H -5.71114 -3.86684 16.10029 0.4216
H 1.67644 -6.74690 15.28269 0.2287
C 0.13240 -6.23624 14.01981 0.7296
C -5.27326 -4.63292 15.45665 -0.5518
C 0.36142 -4.75262 14.13169 -0.6879
O -2.89504 -7.39595 11.93081 -0.3718
C -5.68643 -5.96278 15.58344 0.1131
C -4.31359 -4.28832 14.51972 -0.7119
C -2.40203 -5.34980 8.51929 0.1513
C -1.60467 -4.17470 8.58740 0.9144
C -5.16526 -6.93757 14.73975 -0.8490
N -3.06444 -6.29695 8.62343 -0.3657
O -1.86085 -4.12979 10.79532 -0.0687
C -3.71939 -7.59564 12.81711 -0.0642
Cl -6.84753 -6.38332 16.76789 -0.1685
O -2.80465 -4.98801 12.87655 -0.1107
C -3.75113 -5.26984 13.70856 0.3548
H -3.98655 -3.25362 14.41643 0.4422
H 1.42603 -4.53161 14.33203 0.4319
H -0.55162 -3.09666 13.03474 0.4140
C -1.07720 -3.60515 7.40745 -0.0797
H -4.17500 -8.59783 12.90308 0.3634
O -0.80778 -6.64788 13.31944 -0.5918
H 0.74904 -8.08119 14.62543 0.2726
H 0.70070 -4.01809 12.11901 0.4331
N -1.36235 -3.63027 9.73344 -0.5157
H -5.51516 -7.95876 14.82705 0.4230
C -4.20082 -6.61329 13.78097 0.7148
N -0.68624 -3.19002 6.39995 -0.3059
V -1.58221 -5.34536 11.88487 0.9371

=====

3.
37
Properties=species:S:1:pos:R:3:mulliken_charge:R:1 method="wB97M-V/def2-TZVPD" max_force_ev_per_a=3.0 energy_ha=-1630.60447 charge=+1 homo_energy_ha=-0.4812
H 3.40326 4.53744 -1.83796 0.3036
C -1.20813 -5.34320 2.17692 0.8096
H 4.09918 -0.92884 -2.92656 0.2530
O -4.21055 3.43021 0.02185 -0.2924
H 0.09504 -4.88595 5.16570 0.2533
C 4.18574 1.77291 -2.23116 0.7802
O -2.09384 2.70875 0.35975 -0.5765
H -1.79452 -6.29708 -0.22018 0.2538
C 4.63083 -0.21735 -3.55840 -0.5823
O -0.68862 -5.63347 3.35547 -0.2999
K -0.56607 -1.13741 -1.18258 0.9774
H 4.84608 4.70772 -0.74822 0.2761
C -4.70458 2.13153 -0.20793 -0.6096
O 5.03192 0.99477 -2.81331 -0.3045
C -1.33859 5.39227 0.46531 -0.6301
H -0.55635 -3.71114 4.11215 0.2866
O 3.00929 1.45234 -2.11127 -0.6088
C -2.51401 -6.48464 0.57684 -0.6193
H 0.98349 -4.51691 3.72376 0.2815
O 4.81730 2.93485 -1.76877 -0.2674
O -1.80666 -6.47810 1.82019 -0.2800
H -3.25050 -5.68963 0.69359 0.2781
H 3.39697 3.75395 -0.46975 0.2972
C 4.14006 4.02430 -1.21997 -0.6778
H -0.65043 4.61852 0.12496 0.3201
H 5.53473 -0.66448 -3.97210 0.2384
H -4.44936 1.35960 0.51808 0.2775
O -1.03421 -4.28951 1.61395 -0.5608
H -4.28137 1.79666 -1.15495 0.2594
H -5.79155 2.19425 -0.15605 0.2416
C -2.89630 3.57741 0.26540 0.8192
O -2.68197 4.87991 0.26395 -0.3046
C -0.02682 -4.66385 4.10556 -0.6547
H -3.19519 -7.32212 0.42615 0.2620
H 3.98803 0.02244 -4.40540 0.2982
H -1.17826 5.78618 1.46893 0.2552
H -1.24406 6.18767 -0.27396 0.2466